C2H5NO2PS | ωB97M-V/def2-TZVPD

Each line ends with the Löwdin charge.
Positions of all 12 atoms, in Å:
C1 -0.0980 -1.0983 0.3030  -0.14
C2 -1.7624 0.4659 -0.1422  -0.15
N1 1.0371 -0.3500 0.1905  -0.48
O1 1.3869 -0.1188 -1.1525  -0.45
O2 -1.0826 1.6555 -0.5345  -0.16
P1 2.7150 -0.6939 -0.1839  0.22
S1 3.7440 0.8357 0.4217  -0.13
H1 -0.3767 -1.2175 1.2966  0.03
H2 -0.4261 -1.8973 -0.4503  0.08
H3 -2.1065 0.3596 0.8368  0.01
H4 -2.5673 0.3215 -0.8600  0.05
H5 -0.4633 1.7376 0.2748  0.11

## Properties
DFT total energy: -1023.88669 Ha
charge: -1
LUMO (spin up / spin down): 3.8980 / 3.8981 eV
HOMO-LUMO gap (spin up / spin down): 7.14 / 7.14 eV